Density functional theory data (the ωB97M-V functional and the def2-TZVPD basis) for a molecular structure, C28H42N9O5V.

As for the total charge: -1. The spin multiplicity is 4. For the HOMO-LUMO gap (spin up / spin down), the calculation gives 0.0832 / 0.1578 Eh. As for the HOMO energy (spin up / spin down): -1.09 / -3.20 eV.

Positions of all 85 atoms, in Å:
1 V 0.45 -0.43 0.82
2 C -0.92 4.96 -3.11
3 O -0.65 5.53 -1.86
4 C -0.26 4.66 -0.85
5 C 0.30 5.24 0.28
6 C 0.72 4.43 1.33
7 C 0.61 3.01 1.28
8 C 1.05 2.17 2.34
9 C 1.66 2.80 3.57
10 O 0.93 0.87 2.35
11 C 0.03 2.43 0.10
12 O -0.14 1.14 -0.03
13 C -0.41 3.28 -0.93
14 H -1.00 5.78 -3.82
15 H -1.86 4.40 -3.12
16 H -0.11 4.29 -3.43
17 H 0.41 6.31 0.33
18 H 1.15 4.90 2.20
19 H 2.57 3.35 3.32
20 H 1.91 2.01 4.28
21 H 0.96 3.50 4.05
22 H -0.85 2.79 -1.79
23 C -4.42 0.92 0.94
24 C -2.96 0.64 0.50
25 N -2.21 0.16 1.65
26 C -2.82 -1.04 2.20
27 C -4.22 -0.70 2.77
28 N -4.50 0.73 2.42
29 C -3.52 1.62 3.11
30 C -2.10 1.18 2.66
31 H -5.12 0.23 0.47
32 H -4.74 1.94 0.72
33 H -2.48 1.54 0.12
34 H -2.93 -0.12 -0.26
35 H -2.17 -1.45 2.99
36 H -2.89 -1.78 1.42
37 H -4.26 -0.79 3.85
38 H -5.01 -1.32 2.34
39 H -5.44 0.96 2.73
40 H -3.66 1.51 4.19
41 H -3.74 2.65 2.83
42 H -1.52 0.77 3.49
43 H -1.55 2.03 2.26
44 C 3.62 -1.96 2.01
45 C 4.30 -1.69 0.66
46 C 4.54 -0.19 0.49
47 C 3.59 -2.28 -0.55
48 C 4.25 -3.30 -1.21
49 C 3.77 -3.85 -2.39
50 C 2.67 -3.25 -2.98
51 C 1.99 -2.18 -2.40
52 C 0.99 -1.52 -3.36
53 C 1.79 -0.81 -4.46
54 C 0.00 -0.50 -2.80
55 C 2.34 -1.76 -1.07
56 N 1.55 -0.96 -0.34
57 H 4.35 -1.91 2.82
58 H 3.15 -2.95 2.03
59 H 2.85 -1.22 2.19
60 H 5.28 -2.18 0.69
61 H 3.58 0.33 0.46
62 H 5.08 0.02 -0.43
63 H 5.12 0.20 1.33
64 H 5.17 -3.69 -0.79
65 H 4.26 -4.69 -2.86
66 H 2.33 -3.61 -3.94
67 H 0.41 -2.32 -3.82
68 H 2.37 0.01 -4.03
69 H 1.12 -0.40 -5.22
70 H 2.49 -1.49 -4.95
71 H 0.51 0.36 -2.38
72 H -0.61 -0.92 -2.00
73 H -0.66 -0.17 -3.60
74 N -3.27 -3.89 -2.83
75 N -2.20 -3.37 -2.14
76 N -1.03 -4.01 -2.06
77 C -0.48 -3.41 -1.03
78 N -1.29 -2.49 -0.47
79 N -2.39 -2.50 -1.14
80 H -3.04 -3.89 -3.82
81 H -3.42 -4.85 -2.55
82 H 0.51 -3.62 -0.68
83 O -0.47 -2.11 3.92
84 N 0.32 -2.44 3.00
85 O 0.28 -1.65 1.98

Electronic structure analysis, Löwdin charges in units of e:
1 V 0.83
2 C -0.13
3 O -0.12
4 C -0.31
5 C -0.07
6 C -0.06
7 C -0.15
8 C -0.42
9 C -0.05
10 O -0.18
11 C -0.34
12 O -0.23
13 C 0.02
14 H 0.08
15 H 0.08
16 H 0.09
17 H 0.10
18 H 0.08
19 H 0.07
20 H 0.07
21 H 0.06
22 H 0.10
23 C -0.06
24 C -0.12
25 N -0.15
26 C -0.14
27 C -0.06
28 N -0.10
29 C -0.05
30 C -0.11
31 H 0.13
32 H 0.13
33 H 0.12
34 H 0.10
35 H 0.09
36 H 0.10
37 H 0.13
38 H 0.13
39 H 0.17
40 H 0.13
41 H 0.13
42 H 0.14
43 H 0.12
44 C -0.07
45 C -0.38
46 C -0.07
47 C -0.15
48 C -0.08
49 C -0.13
50 C -0.11
51 C -0.17
52 C -0.38
53 C -0.08
54 C -0.09
55 C -0.27
56 N -0.10
57 H 0.07
58 H 0.08
59 H 0.04
60 H 0.11
61 H 0.06
62 H 0.07
63 H 0.07
64 H 0.10
65 H 0.08
66 H 0.10
67 H 0.11
68 H 0.09
69 H 0.07
70 H 0.06
71 H 0.07
72 H 0.02
73 H 0.07
74 N 0.09
75 N -0.29
76 N 0.15
77 C -0.19
78 N 0.03
79 N 0.06
80 H 0.09
81 H 0.08
82 H 0.12
83 O -0.17
84 N -0.15
85 O -0.34



Density functional theory data (the ωB97M-V functional and the def2-TZVPD basis) for 2 unconnected molecules or ions with the total composition C29H22N2O.

The spin multiplicity is 1. For the HOMO-LUMO gap, the calculation gives 0.1183 Eh. As for the HOMO energy: -5.61 eV.

Positions of all 54 atoms, in Å:
1 C -1.62 -4.72 0.54
2 C -2.58 -4.14 -0.31
3 C -2.74 -2.77 -0.34
4 C -1.95 -1.94 0.50
5 C -2.18 -0.53 0.62
6 C -3.53 0.06 0.57
7 O -3.68 1.26 0.35
8 C -4.72 -0.86 0.81
9 C -4.73 -1.88 1.77
10 C -5.83 -2.73 1.89
11 C -6.94 -2.56 1.05
12 C -6.97 -1.49 0.15
13 C -5.87 -0.63 0.05
14 C -1.12 0.36 0.80
15 N -0.19 1.06 0.97
16 C -0.91 -2.52 1.26
17 C -0.78 -3.91 1.31
18 H -1.52 -5.81 0.58
19 H -3.19 -4.77 -0.96
20 H -3.48 -2.32 -1.01
21 H -3.86 -2.04 2.41
22 H -5.82 -3.54 2.62
23 H -7.78 -3.25 1.10
24 H -7.84 -1.31 -0.48
25 H -5.89 0.21 -0.65
26 H -0.26 -1.87 1.85
27 H -0.02 -4.34 1.95
28 C 5.91 2.27 0.10
29 N 4.51 2.16 -0.32
30 C 4.23 1.21 -1.28
31 C 5.24 0.44 -1.88
32 C 4.93 -0.44 -2.91
33 C 3.61 -0.55 -3.40
34 C 2.60 0.17 -2.80
35 C 2.88 1.05 -1.72
36 C 1.86 1.78 -1.11
37 C 2.17 2.81 -0.23
38 C 3.53 3.00 0.20
39 C 3.81 4.05 1.09
40 C 2.79 4.90 1.53
41 C 1.46 4.73 1.09
42 C 1.16 3.69 0.24
43 H 6.02 3.03 0.88
44 H 6.26 1.31 0.50
45 H 6.56 2.55 -0.75
46 H 6.28 0.53 -1.53
47 H 5.73 -1.05 -3.35
48 H 3.40 -1.22 -4.23
49 H 1.57 0.13 -3.16
50 H 0.84 1.61 -1.40
51 H 4.82 4.22 1.47
52 H 3.03 5.70 2.23
53 H 0.67 5.41 1.43
54 H 0.14 3.50 -0.09

Electronic structure analysis, natural (NBO) charges in units of e:
1 C -0.22
2 C -0.22
3 C -0.25
4 C 0.02
5 C -0.53
6 C 0.58
7 O -0.66
8 C -0.04
9 C -0.21
10 C -0.22
11 C -0.22
12 C -0.22
13 C -0.22
14 C 0.40
15 N -0.59
16 C -0.24
17 C -0.23
18 H 0.19
19 H 0.20
20 H 0.22
21 H 0.23
22 H 0.21
23 H 0.21
24 H 0.21
25 H 0.23
26 H 0.21
27 H 0.20
28 C -0.42
29 N -0.34
30 C 0.30
31 C -0.29
32 C -0.13
33 C -0.23
34 C -0.11
35 C -0.15
36 C 0.07
37 C -0.16
38 C 0.31
39 C -0.30
40 C -0.11
41 C -0.24
42 C -0.06
43 H 0.23
44 H 0.22
45 H 0.22
46 H 0.23
47 H 0.23
48 H 0.24
49 H 0.24
50 H 0.26
51 H 0.22
52 H 0.23
53 H 0.24
54 H 0.26



Calculated energy above the lowest of the compared OMol25 structures with the same formula, charge and spin in order - 144.25 0.00 kJ/mol